(1)
The following is a DFT calculation (ωB97M-V with the def2-TZVPD basis set) of a structure of composition C20H15Cl2F8NO2.

Atoms and positions in Å:
Cl1 -0.640 -4.869 -0.950
Cl2 6.027 -0.924 2.125
F1 -3.959 -3.068 1.336
F2 -2.836 -0.382 -1.041
F3 -2.931 -0.838 2.652
F4 -1.715 -3.142 1.642
F5 -4.499 1.323 1.724
F6 -4.149 1.935 -0.221
F7 -4.746 -0.632 0.052
F8 -1.269 -0.741 0.955
O1 -1.426 1.845 0.194
O2 0.073 3.886 -1.213
N1 1.483 0.661 -1.425
C1 1.212 -2.962 -0.397
C2 2.743 -0.869 -0.017
C3 1.568 -1.705 -0.625
C4 -2.537 -0.978 1.276
C5 -3.603 1.313 0.658
C6 -3.479 0.020 0.316
C7 0.910 1.762 -1.563
C8 0.865 2.914 -0.721
C9 2.714 0.377 -0.442
C10 4.729 1.036 0.605
C11 -0.219 -0.919 -1.930
C12 -0.004 2.288 0.512
C13 -0.693 -2.507 -1.890
C14 4.689 -0.470 1.228
C15 3.840 -1.416 0.891
C16 0.026 -3.488 -1.141
C17 3.636 1.095 -0.143
C18 -2.376 1.861 1.365
C19 -2.659 -2.744 0.992
C20 0.892 -0.727 -1.426
H1 3.749 -2.316 1.419
H2 1.807 -3.803 0.325
H3 3.488 2.348 -0.596
H4 1.751 2.006 -2.441
H5 -2.594 3.025 1.357
H6 -2.507 -2.745 -0.002
H7 -0.097 2.970 1.104
H8 5.432 1.428 0.903
H9 -1.538 -2.729 -2.440
H10 -0.825 -0.410 -2.307
H11 1.784 3.098 -0.304
H12 0.184 1.422 -2.244
H13 0.451 1.589 1.064
H14 -2.022 1.594 2.260
H15 -0.730 3.587 -1.474

The value obtained for the largest force on an atom is 19.46 eV/Å. The calculation puts the HOMO energy at -7.69 eV. As for the relative energy (zero: lowest compared OMol25 entry of this formula, charge and spin): 2008.1 kJ/mol. Its total charge is 0. The orbital gap comes out at 7.459 eV. The energy is -2694.96032 Eh.

(2)
The following is a DFT calculation (ωB97M-V with the def2-TZVPD basis set) of a cluster of 2 separate species, C11H15N in total.

Atoms and positions in Å:
N1 -2.791 0.691 0.151
C1 0.077 -1.119 1.491
C2 -1.697 0.544 1.045
C3 0.292 -0.411 2.637
C4 -0.382 0.808 2.968
C5 2.516 1.481 -1.122
C6 -0.958 -2.122 -1.375
C7 -2.751 -0.289 -0.775
C8 -1.465 1.318 2.232
C9 -0.904 -0.537 0.554
C10 -1.583 -1.004 -0.596
C11 2.931 0.435 -2.158
H1 -1.139 -2.224 -2.551
H2 -1.325 -3.217 -1.238
H3 0.170 -2.121 -1.211
H4 0.257 1.484 3.674
H5 3.728 0.875 -2.512
H6 2.021 0.983 -0.321
H7 2.153 0.211 -2.950
H8 -3.557 1.219 0.412
H9 -3.617 -0.359 -1.480
H10 0.782 -1.889 1.227
H11 3.366 1.961 -0.575
H12 1.101 -0.606 3.318
H13 1.920 2.313 -1.522
H14 -2.203 2.121 2.361
H15 3.059 -0.543 -1.686

As for the SMILES: Cc1c[nH]c2ccccc12.CC. The value obtained for the largest force on an atom is 5.39 eV/Å. The calculation puts the HOMO energy at -7.67 eV. As for the relative energy (zero: lowest compared OMol25 entry of this formula, charge and spin): 232.6 kJ/mol. Its total charge is 0. The orbital gap comes out at 8.547 eV. The energy is -482.82659 Eh.

(3)
The following is a DFT calculation (ωB97M-V with the def2-TZVPD basis set) of the ion C5H14N3O with charge +1.

Atoms and positions in Å:
O1 2.405 0.804 0.169
N1 0.598 -1.420 0.203
N2 1.016 0.963 0.218
N3 -1.239 0.140 0.013
C1 -1.980 0.935 0.944
C2 0.226 -0.141 0.242
C3 -2.037 -0.857 -0.730
C4 0.664 2.135 -0.516
C5 1.989 -1.932 0.074
H1 -1.358 -1.458 -1.442
H2 2.604 -1.188 -0.337
H3 -1.394 1.760 1.200
H4 0.443 2.892 0.217
H5 2.699 0.678 1.086
H6 -0.153 -2.078 0.154
H7 -2.943 1.219 0.337
H8 1.527 2.507 -1.223
H9 1.906 -2.800 -0.696
H10 2.398 -2.276 1.060
H11 -0.045 1.903 -1.371
H12 -2.105 0.163 1.779
H13 -2.786 -0.242 -1.264
H14 -2.436 -1.708 -0.118

As for the SMILES: C/[NH+]=C(/N(C)C)N(C)O. The value obtained for the largest force on an atom is 5.11 eV/Å. The calculation puts the HOMO energy at -13.23 eV. As for the relative energy (zero: lowest compared OMol25 entry of this formula, charge and spin): 416.9 kJ/mol. Its total charge is +1. The orbital gap comes out at 10.118 eV. The energy is -438.05508 Eh.

(4)
The following is a DFT calculation (ωB97M-V with the def2-TZVPD basis set) of an isolated molecule of C3H6.

Atoms and positions in Å:
C1 0.166 0.544 0.041
C2 -1.158 -0.127 0.042
C3 1.346 -0.131 0.039
H1 1.464 -1.256 -0.039
H2 2.388 0.301 -0.018
H3 -1.353 -0.339 1.074
H4 -1.906 0.513 -0.506
H5 0.086 1.687 -0.072
H6 -1.033 -1.191 -0.561

As for the SMILES: C=CC. The value obtained for the largest force on an atom is 3.38 eV/Å. The calculation puts the HOMO energy at -9.47 eV. As for the relative energy (zero: lowest compared OMol25 entry of this formula, charge and spin): 62.2 kJ/mol. Its total charge is 0. The orbital gap comes out at 10.784 eV. The energy is -117.84824 Eh.

(5)
The following is a DFT calculation (ωB97M-V with the def2-TZVPD basis set) of an isolated molecule of C7H10.

Atoms and positions in Å:
C1 -1.732 -0.352 0.059
C2 1.284 1.609 1.063
C3 0.749 -0.741 -0.800
C4 -1.336 0.847 -0.764
C5 -0.287 0.042 -0.054
C6 0.981 -2.035 -0.624
C7 0.410 0.613 1.150
H1 -2.223 -0.165 1.012
H2 1.452 -0.136 -1.372
H3 0.229 -2.647 -0.145
H4 -1.556 1.838 -0.377
H5 0.277 0.074 2.090
H6 -1.399 0.750 -1.845
H7 1.877 1.934 1.913
H8 1.904 -2.500 -0.956
H9 1.460 2.109 0.112
H10 -2.090 -1.237 -0.461

As for the SMILES: C=CC1(C=C)CC1. The value obtained for the largest force on an atom is 0.39 eV/Å. The calculation puts the HOMO energy at -9.35 eV. As for the relative energy (zero: lowest compared OMol25 entry of this formula, charge and spin): 217.2 kJ/mol. Its total charge is 0. The orbital gap comes out at 10.496 eV. The energy is -272.63529 Eh.